[1]
ORCA calculation (ωB97M-V/def2-TZVPD) on 2 unconnected molecules or ions with the total composition C5H14S at a distorted geometry.

Computed properties:
SMILES string: CCC.CSC
Total charge: 0

Each line ends with the Mulliken charge.
Positions of all 20 atoms, in Å:
1 C -2.215 -0.171 -1.069  -1.049
2 C -1.121 -0.489 -2.074  -0.195
3 C -0.120 0.688 -2.144  -0.908
4 H -2.763 -1.042 -0.813  0.340
5 H -2.891 0.633 -1.354  0.353
6 H -1.778 0.220 -0.146  0.146
7 H -0.632 -1.447 -1.888  0.259
8 H -1.534 -0.571 -3.072  0.294
9 H 0.573 0.699 -1.297  0.146
10 H 0.354 0.729 -3.120  0.331
11 H -0.679 1.605 -1.925  0.276
12 C 1.168 0.838 3.110  -0.913
13 S 0.482 0.199 1.588  0.006
14 C 1.667 -1.027 1.044  -0.872
15 H 1.272 0.106 3.910  0.298
16 H 2.051 1.457 2.973  0.293
17 H 0.401 1.533 3.454  0.291
18 H 2.577 -0.541 0.710  0.293
19 H 1.270 -1.680 0.272  0.243
20 H 1.919 -1.737 1.840  0.368



[2]
ORCA calculation (ωB97M-V/def2-TZVPD) on 2 unconnected molecules or ions with the total composition C5H14S at a distorted geometry.

Computed properties:
SMILES string: CCC.CCS
Total charge: 0

Each line ends with the Mulliken charge.
Positions of all 20 atoms, in Å:
1 C -0.653 -0.981 1.988  -1.274
2 C -1.281 -0.776 0.598  -0.294
3 C -0.748 -1.780 -0.470  -0.656
4 H 0.335 -0.526 2.131  0.299
5 H -1.368 -0.604 2.711  0.340
6 H -0.760 -2.048 2.236  0.408
7 H -2.350 -0.971 0.803  0.351
8 H -1.279 0.189 0.122  0.309
9 H -0.040 -2.421 0.132  0.270
10 H -1.515 -2.292 -1.040  0.330
11 H -0.102 -1.182 -1.089  -0.072
12 C 1.369 1.105 -0.063  -0.985
13 C 1.145 1.317 -1.557  -0.501
14 S 0.568 2.935 -2.142  -0.230
15 H 1.561 0.042 0.084  0.226
16 H 0.520 1.364 0.537  0.273
17 H 2.236 1.628 0.277  0.479
18 H 2.167 1.500 -1.900  0.289
19 H 0.738 0.426 -1.996  0.340
20 H -0.544 3.078 -1.360  0.098



So what do the calculations give for HOMO? Going down the list: -8.559, -9.123 eV.
So what do the calculations give for relative energy (zero: lowest compared OMol25 entry of this formula, charge and spin)? Going down the list: 0.417, 0.991 eV.